{
  "formula": "C7H13N3OS2",
  "method": "ωB97M-V/def2-TZVPD",
  "homo_energy_ha": -0.3015,
  "charge": 0,
  "relative_energy_kcal_mol": 26.6,
  "lumo_energy_ha": -0.00058,
  "multiplicity": 1,
  "homo_lumo_gap_ha": 0.30088,
  "largest_force_ev_per_a": 4.32,
  "symbols": ["C", "C", "C", "C", "C", "C", "C", "N", "N", "N", "O", "S", "S", "H", "H", "H", "H", "H", "H", "H", "H", "H", "H", "H", "H", "H"],
  "xyz": [[-1.514, -0.795, 0.023], [1.848, -0.830, 0.160], [-0.188, 2.392, -0.033], [0.900, 2.787, -0.972], [-0.104, 2.749, 1.388], [2.685, -3.152, 0.177], [-4.053, -1.181, -0.951], [-0.365, -0.662, 0.283], [0.701, -0.069, 0.517], [1.727, -2.137, 0.397], [2.798, -0.270, -0.298], [-1.621, 1.838, -0.600], [-2.782, -1.895, 0.140], [1.669, 2.135, -0.677], [1.325, 3.697, -0.763], [0.494, 2.434, -1.977], [0.905, 2.872, 1.931], [-0.707, 1.878, 1.807], [-0.629, 3.652, 1.501], [3.563, -2.546, -0.368], [3.215, -3.468, 1.084], [2.137, -3.903, -0.479], [-4.639, -0.510, -0.286], [-4.792, -1.901, -1.195], [-3.584, -0.851, -1.952], [1.012, -2.264, 1.143]],
  "forces_ev_per_angstrom": [[0.7, -0.5, -0.2], [-0.4, 1.1, -0.4], [-0.3, 0.9, -1.0], [-2.4, -3.4, -1.2], [0.9, -2.5, 1.9], [2.2, 1.2, -2.3], [0.7, 1.1, -0.4], [-1.6, -0.4, -0.3], [0.6, 0.2, 0.8], [-2.6, -0.4, 2.6], [1.6, 0.6, -0.6], [-0.2, 0.3, -0.2], [-0.4, -0.2, 0.1], [1.5, -1.3, 0.0], [0.4, 2.7, -0.2], [1.2, 1.4, 0.9], [-1.3, -0.5, -1.3], [0.9, 1.5, 0.5], [-0.9, 1.2, 0.4], [-1.9, -1.8, 0.5], [-0.7, -0.6, -0.1], [1.6, 0.3, 1.0], [0.8, 0.5, -1.1], [-0.3, -1.4, -0.2], [-0.9, 0.1, 1.9], [0.9, -0.5, -1.1]],
  "lowdin_charge": [-0.528, -0.584, -0.850, -0.110, -0.158, -0.091, -0.387, -0.118, 0.110, -0.034, 0.078, 0.745, 0.873, 0.044, 0.057, 0.095, 0.115, 0.078, 0.055, 0.131, 0.078, 0.105, 0.046, 0.008, 0.085, 0.155]
}

---

{
  "formula": "C7H13N3S2",
  "method": "ωB97M-V/def2-TZVPD",
  "homo_energy_ha": -0.2931,
  "charge": 0,
  "relative_energy_kcal_mol": 17.5,
  "lumo_energy_ha": 0.00809,
  "multiplicity": 1,
  "homo_lumo_gap_ha": 0.30116,
  "smiles": "CCCCCSc1nnc(N)s1",
  "largest_force_ev_per_a": 9.17,
  "symbols": ["C", "C", "C", "C", "C", "S", "C", "N", "N", "C", "N", "S", "H", "H", "H", "H", "H", "H", "H", "H", "H", "H", "H", "H", "H"],
  "xyz": [[3.666, 3.011, 0.994], [2.172, 3.188, 0.662], [1.223, 1.986, 0.526], [1.444, 1.196, 1.892], [0.321, 0.082, 2.299], [0.553, -1.286, 1.348], [-0.715, -1.107, 0.041], [-1.638, -0.241, 0.036], [-2.138, -0.048, -1.217], [-1.981, -0.978, -2.175], [-2.713, -1.016, -3.220], [-0.940, -2.199, -1.475], [4.229, 2.630, -0.058], [4.105, 4.141, 1.177], [3.593, 2.111, 1.868], [1.478, 3.848, 1.513], [1.996, 3.789, -0.242], [0.218, 2.433, 0.246], [1.532, 1.399, -0.386], [1.727, 1.845, 2.742], [2.351, 0.494, 1.680], [-0.645, 0.476, 2.244], [0.641, -0.092, 3.414], [-3.493, -0.345, -3.363], [-2.906, -2.094, -3.432]],
  "forces_ev_per_angstrom": [[0.1, -0.5, -0.9], [-2.9, 2.6, 1.1], [0.9, -0.2, 0.2], [-0.4, -2.5, -1.7], [3.4, 3.7, 2.9], [-0.8, -3.4, -2.5], [0.1, -1.7, 0.0], [1.4, 1.2, -1.5], [-2.4, 0.3, -1.6], [2.4, 1.8, 8.7], [-2.9, -3.8, -5.1], [1.4, 0.2, 0.4], [-1.4, 0.7, 3.1], [-0.8, -3.3, 0.3], [1.5, 3.0, -2.2], [2.6, -1.4, -1.9], [0.5, 0.1, 0.1], [0.9, -0.9, 1.0], [-0.3, 0.1, 1.1], [-0.6, -0.1, -0.4], [-1.2, 1.4, 0.5], [-1.5, 0.5, 0.1], [-1.1, -0.4, -2.0], [0.9, -0.9, 0.6], [0.1, 3.6, -0.1]],
  "lowdin_charge": [-0.151, -0.386, -0.251, -0.264, -0.568, 0.891, -0.796, -0.079, -0.054, -0.800, 0.062, 0.938, 0.118, 0.108, 0.102, 0.164, 0.083, 0.121, 0.114, 0.094, 0.094, 0.041, 0.116, 0.133, 0.169]
}

---

{
  "formula": "C7H13N4O2",
  "method": "ωB97M-V/def2-TZVPD",
  "homo_energy_ha": [-0.2878, -0.4664],
  "charge": 1,
  "relative_energy_kcal_mol": 56.0,
  "lumo_energy_ha": [-0.13088, -0.25009],
  "multiplicity": 3,
  "homo_lumo_gap_ha": [0.15693, 0.21628],
  "largest_force_ev_per_a": 12.98,
  "symbols": ["C", "C", "C", "C", "C", "C", "C", "N", "N", "N", "N", "O", "O", "H", "H", "H", "H", "H", "H", "H", "H", "H", "H", "H", "H", "H"],
  "xyz": [[1.762, -2.026, 0.575], [-0.298, -1.652, 1.927], [0.362, 0.802, -0.079], [1.193, -1.777, 2.070], [-0.107, -1.038, -0.362], [-0.126, 3.213, -2.670], [-0.312, 2.845, -1.238], [1.130, -1.714, -0.399], [-0.853, -1.298, 0.813], [-1.021, -1.759, 3.099], [-0.864, -1.061, -1.588], [0.954, 1.107, 0.892], [-0.159, 1.327, -1.103], [2.758, -2.243, 0.348], [1.421, -2.643, 2.748], [1.792, -0.919, 2.513], [0.820, 2.911, -3.138], [-0.981, 2.870, -3.289], [-0.123, 4.366, -2.991], [-1.398, 2.831, -1.061], [0.340, 3.311, -0.453], [-1.828, -1.501, 0.591], [-0.739, -2.306, 3.940], [-2.054, -1.735, 2.952], [-1.052, -0.100, -1.850], [-0.616, -1.811, -2.246]],
  "forces_ev_per_angstrom": [[3.6, -1.6, 9.4], [1.6, 0.3, 4.9], [-1.5, 0.0, 1.3], [1.5, -0.8, -1.9], [3.9, -4.8, -2.3], [0.2, 2.3, -2.5], [-0.5, -0.1, 0.6], [-8.5, 4.4, -8.8], [-2.2, 0.5, -0.9], [-1.3, -0.6, -1.7], [0.3, 0.1, 2.4], [0.8, 0.1, 0.0], [0.6, 1.6, -1.4], [1.8, -0.8, 0.8], [-0.3, 0.6, -0.7], [-1.4, -0.6, -0.5], [-0.2, -0.4, 0.4], [0.6, -0.3, 0.4], [-0.1, -2.1, 1.7], [0.5, 0.9, 0.6], [-0.8, -0.4, -0.9], [0.1, 0.3, 0.5], [0.2, 0.7, -1.4], [1.2, 0.0, 0.5], [-0.3, -0.7, -0.9], [0.3, 1.1, 0.4]],
  "lowdin_charge": [-0.196, -0.278, -0.368, -0.034, -0.386, -0.086, -0.106, 0.060, 0.175, 0.187, 0.165, 0.224, -0.015, 0.089, 0.135, 0.151, 0.084, 0.086, 0.143, 0.135, 0.149, 0.184, 0.152, 0.138, 0.084, 0.130]
}

---

{
  "formula": "C7H13N6O",
  "method": "ωB97M-V/def2-TZVPD",
  "homo_energy_ha": [-0.4179, -0.4179],
  "charge": 1,
  "relative_energy_kcal_mol": 85.4,
  "lumo_energy_ha": [-0.19918, -0.19917],
  "multiplicity": 1,
  "homo_lumo_gap_ha": [0.21870, 0.21872],
  "smiles": "[H]/N=C/NC(=O)[C@@H]1N=CC=[NH+][C@H]1NNC",
  "largest_force_ev_per_a": 3.75,
  "symbols": ["H", "N", "C", "N", "C", "O", "C", "N", "C", "C", "N", "C", "N", "N", "C", "H", "H", "H", "H", "H", "H", "H", "H", "H", "H", "H", "H"],
  "xyz": [[1.583, 0.927, -2.545], [1.041, 1.084, -1.692], [1.050, 2.171, -1.123], [0.347, 2.553, -0.019], [-0.775, 1.970, 0.536], [-1.190, 2.325, 1.603], [-1.188, 0.591, -0.241], [-2.557, 0.585, -0.417], [-3.316, -0.394, -0.213], [-2.688, -1.706, -0.222], [-1.404, -1.939, -0.017], [-0.625, -0.809, 0.522], [0.771, -0.849, 0.171], [1.736, -0.510, 1.156], [2.945, -1.220, 0.770], [1.684, 2.918, -1.428], [0.523, 3.477, 0.333], [-0.615, 0.688, -1.155], [-4.457, -0.338, -0.144], [-3.360, -2.487, -0.679], [-1.048, -2.807, -0.376], [-0.848, -0.713, 1.635], [1.006, -0.348, -0.707], [1.486, -0.965, 2.029], [2.878, -2.300, 0.853], [3.247, -0.807, -0.164], [3.775, -1.098, 1.534]],
  "forces_ev_per_angstrom": [[0.1, 0.8, 0.5], [-0.2, -3.1, -2.1], [0.3, 1.4, 0.7], [-1.1, 0.0, -0.1], [1.0, -2.5, 1.1], [-0.7, -0.1, -0.8], [0.4, -1.2, 2.1], [-1.5, 1.7, -0.4], [-1.1, -0.4, 1.0], [0.3, -1.8, -0.6], [-3.1, 1.5, -0.3], [1.3, 3.5, 0.0], [-1.4, -1.9, -0.3], [0.5, -0.2, 1.0], [1.7, -0.1, 2.1], [1.5, 2.1, -0.8], [0.2, 0.2, 0.2], [-0.6, -0.3, -0.6], [1.8, 0.1, -0.5], [1.2, 0.4, 0.6], [0.9, -0.3, 0.2], [0.5, -0.3, -1.3], [-0.6, -0.2, 1.0], [-0.6, 0.2, 0.1], [-0.6, -0.4, -1.0], [0.6, -0.3, -0.8], [-0.9, 0.8, -0.8]],
  "lowdin_charge": [0.119, 0.077, -0.229, 0.151, -0.341, 0.141, -0.140, 0.135, -0.088, 0.040, 0.158, -0.185, -0.077, -0.109, -0.126, 0.121, 0.164, 0.096, 0.160, 0.167, 0.168, 0.186, 0.062, 0.107, 0.073, 0.062, 0.106]
}

---

{
  "formula": "C7H13NO",
  "method": "ωB97M-V/def2-TZVPD",
  "homo_energy_ha": -0.2889,
  "charge": 0,
  "relative_energy_kcal_mol": 68.1,
  "lumo_energy_ha": 0.03258,
  "multiplicity": 1,
  "homo_lumo_gap_ha": 0.32149,
  "largest_force_ev_per_a": 2.53,
  "symbols": ["C", "C", "C", "C", "C", "C", "N", "C", "O", "H", "H", "H", "H", "H", "H", "H", "H", "H", "H", "H", "H", "H"],
  "xyz": [[1.105, -0.154, 0.157], [2.066, -0.671, -0.876], [-0.425, -1.581, 0.349], [-2.468, 0.777, 0.187], [-1.062, 0.768, 0.736], [0.058, 0.815, -0.253], [1.621, 0.098, 1.391], [0.015, 1.439, -1.433], [-0.839, 0.944, 1.946], [2.235, -0.611, 1.770], [0.903, 0.479, 2.036], [1.520, -1.081, -1.723], [2.698, 0.145, -1.234], [2.701, -1.447, -0.450], [0.324, -2.338, 0.592], [-1.170, -1.640, 1.139], [-0.814, -1.772, -0.650], [-2.725, 1.802, -0.092], [-3.158, 0.460, 0.965], [-2.569, 0.154, -0.700], [0.834, 1.391, -2.135], [-0.848, 2.023, -1.720]],
  "forces_ev_per_angstrom": [[-2.3, -0.9, 0.0], [-0.4, -0.2, 0.1], [2.4, -0.3, -0.6], [0.0, -0.3, 0.2], [0.0, 1.9, 1.3], [0.3, -0.3, -0.7], [0.3, 0.3, 1.1], [-0.2, -0.1, 0.6], [-0.7, -0.4, -1.5], [-0.2, 0.1, 0.0], [0.8, -0.3, -0.3], [0.0, 0.0, 0.0], [0.0, 0.0, 0.1], [0.0, 0.0, 0.0], [-0.1, -0.2, -0.1], [0.0, 0.6, 0.0], [-0.2, 0.0, 0.1], [0.1, 0.0, 0.0], [0.0, 0.0, 0.0], [0.0, 0.0, 0.0], [0.1, 0.0, 0.0], [-0.1, 0.0, -0.1]],
  "lowdin_charge": [-0.425, -0.039, 0.004, -0.014, -0.435, -0.260, 0.109, 0.088, 0.027, 0.101, 0.087, 0.087, 0.090, 0.083, 0.028, 0.040, 0.037, 0.093, 0.089, 0.085, 0.062, 0.064]
}

---

{
  "formula": "C7H13NO",
  "method": "ωB97M-V/def2-TZVPD",
  "homo_energy_ha": [-0.2605, -0.2604],
  "charge": 0,
  "relative_energy_kcal_mol": 119.5,
  "lumo_energy_ha": [0.01505, 0.01503],
  "multiplicity": 1,
  "homo_lumo_gap_ha": [0.27550, 0.27547],
  "largest_force_ev_per_a": 3.76,
  "symbols": ["C", "C", "C", "C", "H", "H", "H", "H", "H", "H", "H", "H", "C", "C", "C", "O", "N", "H", "H", "H", "H", "H"],
  "xyz": [[-2.055, -1.024, -0.880], [-1.429, 0.073, 1.348], [-1.476, 0.115, -0.114], [-0.638, 1.023, -0.761], [-1.425, 1.062, 1.808], [-2.688, -1.659, -0.261], [-1.253, -1.636, -1.309], [-2.643, -0.662, -1.726], [-0.375, -0.276, 1.591], [-2.210, -0.531, 1.806], [-0.716, 1.098, -1.840], [-0.503, 1.993, -0.294], [1.203, 0.276, -0.513], [1.494, 0.503, 1.196], [1.315, -0.992, -0.974], [1.927, 1.319, -1.058], [2.231, -0.281, 1.838], [2.526, 0.970, -1.729], [2.622, 0.112, 2.695], [1.315, 1.565, 1.438], [0.791, -1.793, -0.484], [1.989, -1.255, -1.775]],
  "forces_ev_per_angstrom": [[-0.3, 0.3, 0.1], [0.9, 0.1, 0.7], [0.9, 1.1, -1.3], [-2.9, -0.2, 0.6], [-0.2, 0.1, -0.1], [0.0, 0.0, 0.0], [0.3, -0.1, 0.0], [0.0, -0.1, 0.0], [-1.3, -0.3, 0.1], [0.3, -0.2, 0.1], [0.4, -0.2, -0.1], [0.5, -0.1, 0.2], [2.2, -1.0, 2.9], [0.1, 0.9, -2.6], [0.0, 0.1, -0.2], [-0.1, 0.1, -0.1], [-0.1, -0.3, -0.4], [-0.1, 0.0, 0.0], [-0.4, 0.1, 0.0], [-0.2, -0.3, 0.2], [0.2, -0.2, 0.3], [-0.2, 0.1, -0.4]],
  "lowdin_charge": [-0.055, -0.064, -0.379, -0.035, 0.087, 0.078, 0.072, 0.085, 0.079, 0.084, 0.102, 0.098, -0.454, -0.183, 0.010, -0.012, 0.095, 0.109, 0.059, 0.111, 0.055, 0.057]
}